(1)
ORCA calculation (ωB97M-V/def2-TZVPD) on a structure of composition C14H28Cl2NOsPS.

Last column: natural (NBO) charge in e.
Cartesian coordinates (Å):
Os  0.117  0.422  -1.577  0.7004
Cl  1.632  0.374  -3.240  -0.3279
Cl  -0.288  -1.831  -1.235  -0.4633
H  -0.939  1.466  -2.187  -0.0546
H  1.246  1.354  -1.048  0.0879
P  0.124  -0.119  -5.361  0.7808
C  1.785  -0.694  -6.082  -0.4988
C  -1.196  -0.927  -6.473  -0.5212
C  0.110  1.720  -5.833  -0.5045
C  2.347  -1.919  -5.368  -0.6137
H  2.415  0.181  -5.866  0.2138
C  1.856  -0.910  -7.587  -0.6161
H  1.396  -1.847  -7.895  0.2041
H  2.909  -0.993  -7.876  0.2062
H  1.459  -0.080  -8.167  0.2113
H  2.618  -1.713  -4.333  0.2237
H  3.251  -2.254  -5.882  0.2030
H  1.650  -2.759  -5.379  0.2059
H  1.102  2.024  -5.460  0.2181
C  -0.971  2.440  -5.035  -0.6085
C  0.075  2.108  -7.315  -0.6203
H  1.080  2.108  -7.754  0.2105
H  -0.280  3.144  -7.405  0.2060
H  -0.604  1.513  -7.932  0.2053
H  -0.829  2.318  -3.956  0.2079
H  -1.975  2.094  -5.291  0.2089
H  -0.931  3.503  -5.275  0.2042
C  -1.277  -2.421  -6.114  -0.6149
H  -0.831  -0.785  -7.506  0.2010
C  -2.596  -0.306  -6.311  -0.6139
H  -0.348  -2.965  -6.327  0.2055
H  -2.088  -2.912  -6.676  0.2051
H  -1.509  -2.543  -5.044  0.2137
H  -2.887  -0.257  -5.248  0.2066
H  -3.347  -0.935  -6.819  0.2077
H  -2.678  0.700  -6.746  0.2058
S  -0.380  0.808  0.523  0.0730
C  0.515  -0.095  1.696  -0.0740
N  -0.056  -1.294  2.023  -0.5441
C  0.153  -1.928  3.206  0.0313
C  1.033  -1.355  4.112  -0.2715
C  1.780  -0.230  3.726  -0.2550
C  1.535  0.411  2.506  -0.1908
H  -0.742  -1.709  1.390  0.4354
H  -0.456  -2.824  3.340  0.2195
H  1.135  -1.770  5.111  0.2300
H  2.549  0.173  4.387  0.2229
H  2.029  1.313  2.145  0.2374

Values from the calculation:
Total energy in a.u.: -2355.4388
⟨S²⟩: 6.042
Spin multiplicity: 5
Orbital gap (alpha / beta) in eV: 4.486 / 4.723
LUMO (alpha / beta) in eV: -1.200 / -2.291

=====

(2)
ORCA calculation (ωB97M-V/def2-TZVPD) on a structure of composition C20H30MoN6Se3Te.

Last column: natural (NBO) charge in e.
Cartesian coordinates (Å):
Mo  -1.009  -1.628  -0.322  0.4946
C  3.319  -0.190  0.938  -0.4114
N  2.720  -1.528  0.980  -0.3738
C  3.517  -2.508  1.732  -0.4141
C  1.585  -1.807  0.361  0.6749
N  0.957  -1.102  -0.554  -0.5673
C  1.505  -0.181  -1.486  0.0909
C  2.717  -0.455  -2.059  -0.2120
C  3.256  0.409  -3.031  -0.1958
C  2.553  1.513  -3.406  -0.1421
C  1.280  1.800  -2.850  -0.0531
C  0.575  2.953  -3.272  -0.1554
C  -0.655  3.232  -2.759  -0.1842
C  -1.231  2.362  -1.814  -0.2294
C  -0.582  1.240  -1.364  0.1115
N  -1.254  0.410  -0.396  -0.6490
C  -1.916  1.191  0.545  0.7279
N  -3.239  1.169  0.651  -0.3790
C  -3.944  1.561  1.874  -0.4189
C  -4.099  0.924  -0.509  -0.4233
N  -1.187  1.993  1.333  -0.4040
C  -1.645  3.323  1.739  -0.4119
C  0.226  1.743  1.561  -0.4070
C  0.717  0.934  -1.876  -0.0374
N  0.742  -2.935  0.657  -0.4564
C  1.092  -4.091  -0.225  -0.4070
C  0.637  -3.351  2.074  -0.4252
H  3.663  0.041  1.946  0.2337
H  2.590  0.547  0.619  0.2266
H  4.165  -0.175  0.251  0.2354
H  4.564  -2.270  1.555  0.2440
H  3.338  -3.517  1.377  0.2172
H  3.318  -2.436  2.801  0.2274
H  3.259  -1.351  -1.778  0.2187
H  4.214  0.183  -3.477  0.2435
H  2.949  2.189  -4.152  0.2380
H  1.028  3.597  -4.012  0.2373
H  -1.201  4.106  -3.082  0.2413
H  -2.226  2.587  -1.448  0.2152
H  -3.268  1.505  2.722  0.2199
H  -4.755  0.853  2.021  0.2492
H  -4.352  2.568  1.792  0.2167
H  -3.488  0.792  -1.396  0.2195
H  -4.738  1.798  -0.643  0.2233
H  -4.714  0.042  -0.340  0.2475
H  -2.510  3.612  1.150  0.2223
H  -0.838  4.026  1.533  0.2296
H  -1.890  3.369  2.800  0.2236
H  0.425  0.675  1.497  0.1976
H  0.481  2.094  2.560  0.2329
H  0.841  2.273  0.828  0.2162
H  1.088  -3.761  -1.262  0.2337
H  0.337  -4.861  -0.089  0.2380
H  2.068  -4.494  0.046  0.2089
H  0.485  -2.474  2.703  0.2224
H  1.516  -3.902  2.403  0.2224
H  -0.227  -4.007  2.159  0.2351
Se  -2.606  -2.051  -2.104  0.2063
Se  -5.055  -1.970  1.624  -0.3992
Te  -2.809  -2.677  1.579  0.5525
Se  -2.291  -3.888  -0.704  0.0612

Values from the calculation:
Charge: +2
Total energy in a.u.: -8648.6552
Spin multiplicity: 1
Orbital gap (alpha / beta) in eV: 6.077 / 6.058
LUMO (alpha / beta) in eV: -7.014 / -7.041

=====

(3)
ORCA calculation (ωB97M-V/def2-TZVPD) on a structure of composition C22H42Cl3CuN2O4SSi.

Last column: Mulliken charge in e.
Cartesian coordinates (Å):
C  1.463  -1.718  -4.481  -1.7602
C  0.913  -0.516  -3.773  0.6177
H  1.604  -1.546  -5.559  0.4129
H  0.794  -2.574  -4.320  0.1950
H  2.460  -1.966  -4.091  0.3632
C  0.484  0.571  -4.482  0.2798
C  0.242  0.570  -5.996  -1.6760
H  0.472  1.585  -4.031  0.2667
H  -0.448  -0.258  -6.231  0.3296
H  1.148  0.456  -6.631  0.3851
H  -0.232  1.521  -6.308  0.3656
Cu  2.776  -1.244  3.079  0.1700
Cl  2.301  1.022  2.889  -0.2899
Cl  0.401  -1.423  1.146  0.2917
C  -0.183  2.423  2.413  0.7770
O  -1.339  2.044  2.499  -0.7358
N  0.215  3.698  2.198  0.4640
C  -0.781  4.768  2.198  -0.9985
C  1.604  4.119  2.254  -0.9464
H  0.684  1.694  2.490  -0.3667
H  -1.794  4.356  2.120  0.2477
H  -0.595  5.439  1.345  0.2900
H  -0.699  5.381  3.113  0.3257
H  2.226  3.249  2.021  0.2323
H  1.846  4.481  3.267  0.2927
H  1.758  4.921  1.519  0.3410
H  -2.429  -1.189  -2.844  0.2903
H  -1.842  1.155  -3.245  0.1826
C  -3.196  -0.923  -2.103  -0.7981
C  -2.769  1.399  -2.703  -0.8882
N  -3.004  0.436  -1.645  0.3360
H  -3.136  -1.622  -1.268  0.0085
C  -3.401  0.784  -0.376  0.1941
O  -3.584  -0.018  0.527  -0.6019
H  -2.684  2.396  -2.275  0.2948
H  -3.523  1.873  -0.260  0.3421
H  -4.188  -1.031  -2.569  0.3512
H  -3.602  1.384  -3.417  0.3528
O  0.456  -1.685  -1.549  -0.4217
C  0.990  -0.646  -2.221  -0.5398
C  -0.212  1.285  -0.924  1.0121
C  0.917  0.779  -1.572  -0.8266
H  -0.982  0.608  -0.549  0.8202
C  -0.375  2.681  -0.776  -0.6897
H  2.013  -1.000  -2.060  0.2844
C  2.009  1.629  -1.769  -0.3309
H  -1.320  3.104  -0.413  0.3373
C  0.677  3.541  -1.114  -0.8632
C  1.904  3.000  -1.516  -0.7445
H  2.912  1.162  -2.174  0.3729
H  0.578  4.627  -1.051  0.4417
H  2.805  3.611  -1.649  0.3468
Si  0.295  -3.322  0.281  0.8964
Cl  4.518  -1.291  2.030  -0.3141
C  -1.315  -3.963  -0.364  -0.8910
C  0.950  -4.259  1.902  -1.2200
C  1.592  -4.137  -0.780  -1.3186
H  -2.120  -3.224  -0.310  0.0175
H  -1.600  -4.889  0.175  0.3365
H  -1.143  -4.217  -1.425  0.2958
H  1.242  -4.351  -1.774  0.3514
H  1.870  -5.104  -0.369  0.4057
H  2.517  -3.592  -0.902  0.3050
H  0.744  -3.752  2.859  0.0993
H  2.042  -4.424  1.839  0.2935
H  0.557  -5.269  2.014  0.3786
C  -1.055  -0.654  4.840  -0.4574
S  0.597  -0.718  5.511  0.5225
C  0.187  -1.775  6.947  -1.0388
O  1.511  -1.601  4.638  -0.4340
H  -1.683  -0.525  5.725  0.4409
H  -1.260  -1.612  4.357  0.2369
H  -1.145  0.203  4.161  -0.0809
H  -0.411  -2.577  6.504  0.3033
H  1.146  -2.162  7.329  0.3475
H  -0.373  -1.175  7.682  0.3867

Values from the calculation:
Charge: -1
Total energy in a.u.: -4982.7077
⟨S²⟩: 0.756
Spin multiplicity: 2
Orbital gap (alpha / beta) in eV: 5.601 / 4.217
LUMO (alpha / beta) in eV: 1.944 / 0.561